138
Properties=species:S:1:pos:R:3:forces:R:3 method="wB97M-V/def2-TZVPD" total_energy_ha=-4957.55242 total_charge=0 homo_ev=-9.3 orbital_gap_ev=9.724 smiles="CCCCCCCCCCCC[C@H]1C(=O)O[C@@H](CCCCCOC)[C@@]1(Br)CCCCNC(C)=O.C1CCOC1.C1CCOC1.C1CCOC1.C1CCOC1" e_lumo_ha=0.0163
Br -0.5134 1.0191 3.6977 0.077 -0.028 0.020
O 5.5682 1.8186 -5.8550 0.083 0.126 0.052
O 1.1187 0.6479 -5.9864 0.085 0.004 0.007
O -2.1629 5.5574 5.5986 0.190 -0.286 -0.022
O -4.1289 0.0566 -5.5161 0.025 -0.020 -0.007
O 2.0985 2.6549 -1.9827 -0.060 -0.002 0.033
O 6.3968 5.0449 1.9236 -0.082 -0.069 -0.162
O 1.6620 -2.1428 0.1712 -0.166 0.080 0.134
O 2.5099 -0.8013 1.7248 -0.037 -0.039 0.026
N -0.9853 4.4524 3.9868 -0.575 0.285 -0.123
C -2.8838 -4.4496 1.0798 0.042 -0.108 0.177
C -7.1277 -8.7045 5.3561 0.301 -0.143 0.036
C 4.9158 0.1386 -7.3774 0.067 0.057 -0.022
C 2.8245 3.7464 -1.4140 0.003 0.004 -0.073
C 1.4689 -1.3858 1.0781 0.273 -0.239 -0.419
C 6.4332 0.3204 -7.4577 -0.024 -0.025 0.026
C -6.2432 -7.9338 6.3489 -0.040 -0.116 0.224
C 6.6152 1.6918 -6.8158 -0.090 -0.077 -0.073
C 6.5071 6.3408 2.4632 -0.034 -0.019 -0.009
C 3.8294 1.7201 1.8580 0.080 -0.034 0.322
C -0.2862 4.9003 2.7757 0.391 -0.064 0.193
C -0.8707 1.8485 -5.5730 -0.094 -0.069 -0.046
C -6.1188 1.2557 -5.0869 -0.007 -0.061 0.013
C 4.6056 0.7767 -6.0315 -0.048 -0.019 0.062
C 5.3000 1.9757 2.1680 -0.056 0.334 0.044
C -6.5255 -7.0872 3.4066 0.180 0.037 -0.154
C 5.5189 3.1438 3.1456 -0.089 -0.180 -0.015
C -4.9803 -5.6908 1.8716 -0.209 0.180 0.343
C -0.4362 1.1568 -4.2822 0.069 0.099 0.030
C -3.9454 -4.5907 2.1713 0.029 -0.066 -0.371
C -1.0950 5.3107 5.0741 -0.012 -0.022 0.094
C -5.0927 -6.8039 2.9339 0.102 -0.173 -0.195
C 2.9558 1.9087 -2.8548 0.073 -0.030 -0.042
C 0.1807 -0.9057 1.7142 -0.166 0.165 0.184
C 3.0640 1.1390 3.0639 0.260 -0.151 -0.402
C -6.7785 -8.5294 3.8716 -0.249 0.001 0.091
C -5.6657 0.5713 -3.7977 0.021 0.039 -0.007
C 0.6254 0.5004 2.1874 -0.141 -0.446 -0.010
C -4.7144 -0.4912 -4.3334 -0.026 -0.004 -0.026
C -5.1712 -8.7979 7.0141 -0.088 0.274 0.094
C -1.3890 -2.4453 0.3912 -0.303 -0.119 0.067
C 0.2114 5.8175 5.6317 0.006 0.042 0.041
C 6.7408 3.9916 2.8124 0.101 -0.001 -0.084
C -1.1320 -1.0504 0.9614 0.020 -0.046 -0.007
C 2.0133 0.0920 2.7281 -0.243 0.444 0.481
C 4.1993 2.7621 -3.0629 -0.053 0.034 0.045
C 0.6311 1.5155 1.0361 -0.061 0.408 0.050
C -1.7463 -3.4878 1.4677 0.171 -0.165 -0.364
C 0.4188 1.8290 -6.3836 0.002 0.045 0.104
C -4.8367 1.2330 -5.9084 0.037 0.070 0.051
C -0.0508 2.8760 1.2306 0.093 -0.059 -0.183
C 4.2943 3.4980 -1.7266 -0.049 -0.101 -0.014
C 0.6492 3.8518 2.1808 -0.309 -0.215 0.084
C 0.5158 0.0934 -4.8128 -0.096 -0.065 -0.005
H 3.6047 1.2032 -5.9752 -0.009 -0.023 -0.026
H 0.1646 1.0578 0.1664 0.040 -0.050 -0.041
H 3.7775 1.0209 1.0240 -0.120 0.045 -0.059
H -4.7663 -6.1379 0.9001 0.005 -0.009 -0.057
H -2.0007 -2.9869 2.4052 -0.039 0.051 0.032
H -7.0158 -9.7661 5.5921 -0.179 -0.061 -0.010
H -5.7583 -7.0801 5.8753 -0.036 0.063 -0.062
H 1.8097 -0.4762 3.6415 0.099 -0.115 -0.033
H -5.2509 -1.4092 -4.5956 -0.010 0.000 0.023
H -4.2135 2.1076 -5.6893 -0.026 0.026 -0.021
H 7.5760 1.8067 -6.3123 -0.004 0.004 0.021
H 6.1129 6.3872 3.4823 -0.002 0.020 0.061
H 1.3021 -0.1686 -4.1030 -0.006 -0.032 -0.029
H 0.6804 6.5313 4.9570 0.039 0.104 0.059
H 5.7421 1.0576 2.5602 0.138 -0.022 -0.048
H -1.2387 -0.3002 0.1782 0.176 -0.020 -0.093
H -6.5030 2.2633 -4.9370 0.007 0.010 0.014
H -1.9047 4.0703 3.8046 0.005 -0.017 -0.145
H -4.3554 -9.0291 6.3303 -0.007 -0.160 -0.049
H -3.4370 -4.7956 3.1147 -0.040 0.030 0.104
H 5.0762 2.1693 -3.3108 0.023 0.024 -0.009
H 4.4242 0.6912 -8.1806 -0.005 0.006 0.003
H -8.1810 -8.4797 5.5282 -0.007 0.211 -0.079
H -1.2641 0.7324 -3.7159 -0.032 -0.024 -0.030
H 0.2517 1.7949 -7.4606 0.008 -0.028 -0.008
H 7.4855 3.3733 2.3041 0.091 -0.022 0.056
H 3.2024 0.9530 -2.3776 0.002 -0.005 -0.001
H 2.6170 3.7747 -0.3459 -0.032 0.046 0.140
H 7.5447 6.6868 2.4608 0.062 0.002 0.089
H 5.5993 2.7832 4.1726 -0.077 -0.046 0.034
H -4.4544 -6.5538 3.7836 -0.009 -0.074 0.109
H -6.8941 0.6635 -5.5771 0.002 -0.006 0.000
H -4.4574 -3.6308 2.2686 0.072 0.061 0.191
H -1.6432 1.2566 -6.0682 -0.002 -0.003 0.001
H -1.0934 2.7348 1.5213 -0.008 -0.060 0.081
H 4.7145 0.0525 -5.2151 -0.006 -0.036 -0.023
H -6.8735 -7.5169 7.1368 -0.027 0.025 0.001
H 0.0172 6.2848 6.5917 0.008 0.117 -0.036
H 2.5901 1.9107 3.6698 0.000 0.054 0.051
H -5.9617 -5.2220 1.7784 -0.032 0.013 -0.086
H -7.6156 -8.9242 3.2923 0.038 -0.151 -0.004
H -0.8587 -4.0961 1.6523 0.053 0.103 0.289
H -4.6934 -7.7305 2.5158 0.092 -0.018 0.024
H -5.6079 -9.7211 7.3936 0.055 -0.114 -0.054
H -5.1260 1.2796 -3.1655 0.006 0.000 -0.001
H -5.9282 -9.1696 3.6297 0.146 0.105 -0.022
H 0.8990 4.9842 5.7675 0.044 -0.026 -0.045
H 6.8292 0.2758 -8.4711 -0.014 0.003 -0.015
H -1.2554 2.8565 -5.4213 0.025 0.018 0.018
H -0.0682 3.3259 0.2344 -0.120 0.074 -0.005
H 6.9341 -0.4452 -6.8615 0.005 0.001 0.002
H 3.8002 0.6490 3.7060 -0.061 -0.050 0.080
H 2.4202 1.7026 -3.7830 0.041 0.033 0.027
H -0.5357 -2.7944 -0.1820 0.051 0.091 -0.103
H -5.0167 1.1978 -6.9832 0.026 -0.029 -0.011
H 3.3813 2.6680 1.5628 -0.064 0.038 -0.220
H -2.4765 -5.4440 0.8818 0.022 -0.013 -0.089
H 4.6404 3.7919 3.0903 0.039 0.137 0.160
H -7.1913 -6.8583 2.5733 -0.094 0.004 0.020
H 0.0982 1.8580 -3.6356 -0.006 -0.019 0.009
H 1.4337 4.3743 1.6390 0.252 -0.020 -0.065
H 1.0411 2.7029 -6.1568 -0.012 0.013 -0.013
H 1.0974 3.3158 3.0173 0.133 0.037 -0.003
H -3.3607 -4.1255 0.1523 -0.036 0.030 -0.036
H -6.7677 -6.3905 4.2100 -0.187 0.109 -0.060
H -3.9184 -0.7464 -3.6326 0.023 -0.007 -0.009
H -6.4819 0.1479 -3.2147 -0.017 -0.006 -0.009
H -2.2199 -2.3640 -0.3135 -0.069 0.047 0.036
H 4.7378 2.8464 -0.9694 -0.017 0.013 0.019
H 5.8180 2.2189 1.2376 -0.010 -0.066 -0.069
H 0.3074 5.7734 3.0397 -0.038 0.057 -0.013
H -0.0211 -0.8199 -5.0887 -0.015 0.006 0.012
H 6.5156 2.4919 -7.5576 0.021 -0.010 -0.013
H 4.5936 -0.8995 -7.4323 0.009 -0.014 0.005
H -1.9239 -0.8442 1.6868 -0.039 0.147 -0.023
H 7.2114 4.3898 3.7144 -0.040 0.088 0.040
H 1.6610 1.7032 0.7462 0.094 -0.062 -0.080
H 0.0867 -1.4910 2.6372 0.098 -0.166 -0.035
H -4.7478 -8.2736 7.8720 0.120 0.008 -0.033
H 4.0366 3.4699 -3.8777 0.026 -0.001 -0.017
H -1.0137 5.2286 2.0301 -0.047 0.041 -0.041
H 2.4708 4.6827 -1.8608 0.032 -0.001 0.005
H 4.8766 4.4169 -1.7644 0.005 0.007 -0.022
H 5.9204 7.0125 1.8397 -0.004 -0.006 -0.056